# C31H67BaGeN2O10SSi3

A structure of composition C31H67BaGeN2O10SSi3 in a non-equilibrium geometry (wB97M-V/def2-TZVPD, OMol25).

XYZ file:
```
116
Properties=species:S:1:pos:R:3
Ba -0.2403 -0.5312 0.6955
C 3.8429 -1.3432 4.0457
C 2.9663 -0.3257 3.2905
C 3.8265 0.7166 2.5857
C 2.0234 0.3672 4.3054
O 2.1421 -1.0334 2.3387
Ge 1.7283 -2.9013 2.4599
O 1.2281 -3.2318 0.6806
C 2.1313 -3.7749 -0.2570
C 3.4889 -3.0128 -0.2033
C 2.4639 -5.2662 0.0182
C 1.4911 -3.5987 -1.5823
O -0.0455 -2.5350 2.9934
C -1.0867 -3.4094 3.3962
C -1.5246 -4.4219 2.2459
C -0.6140 -4.2104 4.6246
C -2.2937 -2.4896 3.8235
H 4.4749 -0.8679 4.7796
H 3.1160 -2.0614 4.4869
H 4.4332 -1.9308 3.3882
H 3.2219 1.3873 1.9676
H 4.3169 1.3791 3.2314
H 4.5853 0.2896 1.9126
H 2.5745 0.8841 5.0509
H 1.4333 1.0577 3.7581
H 1.3902 -0.3836 4.7548
H 3.9054 -3.0087 0.8019
H 4.2017 -3.4608 -0.8895
H 3.2561 -1.9917 -0.4612
H 2.9811 -5.4153 0.9779
H 1.6094 -5.9089 0.1127
H 3.1599 -5.5453 -0.7444
H 1.3511 -2.5804 -1.9492
H 2.0700 -4.0219 -2.3878
H 0.4671 -4.0219 -1.4615
H -0.8851 -5.2738 2.1433
H -2.5102 -4.9470 2.4412
H -1.6030 -3.8288 1.2992
H 0.3093 -4.6729 4.2189
H -0.4672 -3.5705 5.4475
H -1.2747 -5.0756 4.8914
H -2.6842 -2.0228 2.8640
H -3.0697 -3.2798 4.1376
H -1.9521 -1.7463 4.6148
C -2.0989 0.7124 -1.6220
O -0.7705 0.3942 -2.0497
Si -0.0741 1.0384 -3.4442
C 0.6077 -0.5628 -4.2822
C -1.5007 1.7408 -4.5805
C 1.0484 2.4125 -2.8614
Si 2.8258 2.0589 -2.3286
C 3.6807 3.3366 -1.3926
C 3.2801 0.3535 -1.5738
C 3.6411 1.9490 -4.0778
Si 0.2916 4.1705 -2.9813
C 1.2438 5.5022 -2.1060
C 0.4393 4.6987 -4.8565
C -1.5622 4.3576 -2.4594
H -2.9015 0.6735 -2.3721
H -2.1077 1.6666 -1.1128
H -2.4944 -0.0976 -1.0222
H -0.3195 -1.1291 -4.4596
H 1.1744 -1.1891 -3.5625
H 1.0898 -0.5021 -5.2317
H -1.2348 1.3092 -5.5063
H -1.3109 2.8248 -4.7614
H -2.5625 1.4473 -4.3717
H 4.7083 3.0650 -1.1708
H 3.2944 3.4759 -0.3621
H 3.6318 4.3086 -1.8665
H 4.4395 0.2457 -1.3224
H 3.0589 -0.4716 -2.2774
H 2.7896 0.1495 -0.6383
H 3.2275 2.7470 -4.6688
H 3.3421 1.0072 -4.6040
H 4.7519 1.9988 -4.0394
H 1.3760 5.2421 -1.0290
H 0.6421 6.4215 -2.1568
H 2.1672 5.7320 -2.6796
H 1.4480 4.5553 -5.1832
H 0.3180 5.7882 -4.9133
H -0.2437 4.2554 -5.5832
H -1.8235 4.0020 -1.4142
H -2.2269 3.9044 -3.2599
H -1.8242 5.4256 -2.4245
O -2.4970 4.0399 1.1736
H -1.6798 4.1639 0.6755
H -2.2891 3.2635 1.7030
N -7.1149 2.7292 4.5208
C -6.2301 2.2610 3.9363
C -5.0990 1.6688 3.2788
C -3.8596 1.7430 3.8790
C -2.8249 1.1680 3.2682
N -2.8282 0.6150 2.0982
C -4.0612 0.4384 1.5334
C -5.2383 0.9477 2.0917
H -3.8168 2.1935 4.8696
H -1.8153 1.2429 3.6830
H -4.0539 -0.2021 0.6125
H -6.2063 0.7146 1.6470
C -2.6250 -2.5550 -2.4777
C -2.9950 -2.7276 -0.9694
C -4.4798 -2.3896 -0.8673
O -2.2834 -1.9015 -0.1030
H -1.6162 -2.8837 -2.5949
H -3.3133 -3.1523 -3.1296
H -2.6224 -1.4773 -2.7822
H -2.8263 -3.7846 -0.8156
H -4.7667 -1.3956 -1.2636
H -4.8140 -2.3921 0.1776
H -5.0736 -3.1301 -1.3466
O -0.3571 1.9036 1.6934
S 0.7366 2.6968 1.0040
O 0.1868 3.9001 0.2468
O 1.3376 1.7746 0.0483
O 1.7244 3.1285 1.9707
```

Output
DFT total energy (a.u.): -5452.56277
Total charge: -2
LUMO (alpha / beta) (eV): 3.193 / 0.522
E_HOMO (alpha / beta) (Ha): 0.0435 / -0.1157
Multiplicity: 2
⟨S²⟩: 1.774


# C4H8N2O

The molecule C4H8N2O in a non-equilibrium geometry (wB97M-V/def2-TZVPD, OMol25).

XYZ file:
```
15
Properties=species:S:1:pos:R:3
O -1.0843 2.3352 -1.2414
C -0.7321 1.3969 -0.6581
C 0.3759 0.4210 -1.1542
C 1.2976 -0.6682 -0.3275
C 0.3651 -1.0335 0.8908
N -1.0896 -0.4503 1.0026
N -1.1131 1.0135 0.7827
H 0.8495 0.6869 -2.2304
H -0.4070 0.0057 -1.7317
H 2.2190 -0.1251 -0.0850
H 1.2234 -1.6329 -0.8931
H 1.1115 -0.7944 1.6145
H 0.4196 -2.1214 0.9723
H -1.3401 -0.2408 2.0234
H -2.0952 1.2075 1.0350
```

Output
DFT total energy (a.u.): -341.81853
LUMO (eV): 0.885
E_HOMO (Ha): -0.3206
SMILES: O=C1CCCNN1
Multiplicity: 1


# C23H61FeO8

A structure of composition C23H61FeO8 in a non-equilibrium geometry (wB97M-V/def2-TZVPD, OMol25).

XYZ file:
```
93
Properties=species:S:1:pos:R:3
Fe -2.2129 17.2617 13.2711
C -2.6298 17.8149 17.5594
C -1.8282 18.3995 16.3896
O -1.9136 17.8416 15.1093
H -2.3129 18.3259 18.4688
H -2.4884 16.7401 17.6710
H -3.6957 18.0069 17.4050
H -0.8001 18.4444 16.7665
H -2.0541 19.4718 16.3654
C 1.8521 21.4855 18.1735
C 2.4396 21.0251 16.8327
C 1.5309 21.3400 15.6705
O 3.6452 21.7742 16.5605
H 1.5605 22.5337 18.1155
H 2.6103 21.2850 18.9290
H 0.9369 20.9141 18.3451
H 2.6996 19.9637 16.8562
H 1.8858 21.0473 14.6832
H 1.3454 22.4115 15.5677
H 0.5549 20.8916 15.8858
H 4.1143 21.8965 17.3924
C -5.3474 20.8676 15.3846
C -6.2017 19.6006 15.1703
C -7.6401 19.9399 14.8273
O -5.6630 18.7328 14.1821
H -4.3505 20.5867 15.7355
H -5.6729 21.5768 16.1445
H -5.2857 21.3697 14.4164
H -6.1985 19.0513 16.1178
H -8.1773 18.9917 14.8494
H -7.6271 20.4292 13.8542
H -8.0943 20.5839 15.5794
H -5.0282 19.2068 13.6328
C -3.5243 17.0269 21.8626
C -4.9312 16.9919 22.4651
C -4.9421 16.5405 23.9412
O -5.5213 18.2970 22.3920
H -3.0292 16.0557 21.9058
H -2.8803 17.7187 22.4124
H -3.5310 17.2677 20.7968
H -5.4893 16.2501 21.8947
H -4.7428 17.3800 24.6074
H -4.2419 15.7234 24.1104
H -5.9190 16.1658 24.2490
H -4.8429 18.9522 22.5966
C -4.9563 15.4637 15.6661
C -4.7103 15.2946 14.1654
C -6.0367 15.0449 13.4436
O -4.1610 16.5505 13.7368
H -5.6596 16.2839 15.8400
H -4.0635 15.7711 16.2095
H -5.3920 14.5598 16.0902
H -4.0555 14.4395 14.0014
H -5.8191 14.8165 12.4004
H -6.7049 15.8949 13.5863
H -6.5679 14.1811 13.8435
H -4.8391 17.2272 13.9687
C 0.2932 18.2128 20.7713
C -0.2326 19.5057 21.4122
C -1.2737 20.1548 20.5231
O -0.8755 19.2605 22.6512
H 0.7390 17.5654 21.5247
H 0.9847 18.4335 19.9577
H -0.5509 17.6843 20.3209
H 0.5493 20.2387 21.6361
H -0.9050 20.1801 19.4948
H -1.5560 21.1847 20.7487
H -2.2092 19.5890 20.5630
H -0.2758 18.8456 23.2787
C -2.1883 22.3834 17.3370
C -1.5435 23.6073 16.6952
C -1.5555 23.5779 15.1831
O -2.3630 24.7123 17.0661
H -2.2816 22.5918 18.4070
H -1.4550 21.5687 17.3208
H -3.1249 22.0489 16.8956
H -0.5124 23.7095 17.0461
H -2.5262 23.3779 14.7210
H -0.9561 22.7160 14.8733
H -1.1874 24.4545 14.6534
H -2.6425 24.6471 17.9822
C -5.3116 20.5665 19.3749
C -6.7616 20.7832 19.7545
C -7.7488 21.1557 18.6646
O -7.2203 19.6009 20.3943
H -5.1614 19.6634 18.7779
H -4.6908 20.3450 20.2481
H -4.8035 21.3705 18.8449
H -6.7581 21.5261 20.5776
H -7.9210 20.3236 17.9833
H -7.3863 22.0174 18.1038
H -8.7015 21.4911 19.0740
H -6.5642 19.3487 21.1024
```

Output
DFT total energy (a.u.): -2777.77397
Total charge: +2
LUMO (alpha / beta) (eV): -7.397 / -10.943
E_HOMO (alpha / beta) (Ha): -0.5021 / -0.5021
Multiplicity: 6
⟨S²⟩: 8.764


# C24H32N4O3

The molecule C24H32N4O3 (wB97M-V/def2-TZVPD, OMol25).

XYZ file:
```
63
Properties=species:S:1:pos:R:3
C 7.5292 2.1365 0.1180
C 6.2741 1.3828 0.4325
C 6.2215 0.0028 0.2646
C 5.0737 -0.7056 0.5585
C 3.9500 -0.0374 1.0294
N 2.7961 -0.7812 1.3419
N 2.9185 -1.8648 2.1152
C 1.7042 -2.3295 2.2870
C 0.7554 -1.5511 1.5898
C -0.7022 -1.7947 1.5522
O -1.4015 -1.6035 0.5715
N -1.1733 -2.2713 2.7308
C -2.5328 -2.6057 3.0450
C -3.4734 -3.1570 2.0165
C -3.6816 -1.7726 2.5582
C 1.5105 -0.5569 0.9727
C 1.1049 0.5413 0.0480
C 0.5140 -0.0375 -1.2474
C 0.0211 1.0953 -2.1466
N -0.9382 1.9169 -1.4405
C -2.2713 1.6181 -1.4206
O -3.0501 2.1537 -0.6643
O -2.5873 0.7307 -2.3742
C -3.9227 0.1807 -2.4391
C -3.8263 -0.8811 -3.5362
C -4.9283 1.2650 -2.8252
C -4.2879 -0.4682 -1.1040
C -0.3850 2.5432 -0.2592
C 0.0823 1.4675 0.7217
C 3.9971 1.3363 1.2312
C 5.1505 2.0347 0.9239
H 7.9595 1.7926 -0.8204
H 7.3373 3.2040 0.0484
H 8.2680 1.9724 0.9026
H 7.0918 -0.5206 -0.1033
H 5.0326 -1.7765 0.4352
H 1.5479 -3.2171 2.8689
H -0.5159 -2.3586 3.4887
H -2.5968 -3.0095 4.0482
H -4.1450 -3.9458 2.3191
H -3.1138 -3.2395 1.0047
H -4.5005 -1.5916 3.2371
H -3.4583 -0.9495 1.8998
H 1.9921 1.1276 -0.2187
H -0.3261 -0.6859 -0.9981
H 1.2706 -0.6267 -1.7695
H -0.4469 0.6951 -3.0447
H 0.8569 1.7417 -2.4390
H -3.4907 -0.4275 -4.4654
H -4.7970 -1.3409 -3.6958
H -3.1120 -1.6469 -3.2458
H -5.9203 0.8303 -2.9131
H -4.9462 2.0404 -2.0645
H -4.6506 1.7124 -3.7775
H -5.1804 -1.0770 -1.2196
H -4.4744 0.2959 -0.3545
H -3.4667 -1.0960 -0.7645
H -1.1638 3.1597 0.1916
H 0.4518 3.1795 -0.5648
H -0.7848 0.8814 1.0281
H 0.5165 1.9320 1.6099
H 3.1449 1.8537 1.6456
H 5.1788 3.1034 1.0800
```

Output
DFT total energy (a.u.): -1378.51324
LUMO (eV): 0.723
E_HOMO (Ha): -0.3249
SMILES: Cc1ccc(-n2ncc(C(=O)NC3CC3)c2C2CCN(C(=O)OC(C)(C)C)CC2)cc1
Multiplicity: 1


# C4H10N2

The molecule C4H10N2 in a non-equilibrium geometry (wB97M-V/def2-TZVPD, OMol25).

XYZ file:
```
16
Properties=species:S:1:pos:R:3
C -2.1756 0.1940 -0.4407
N -0.8595 -0.3415 -0.5133
C -0.1580 -0.7817 0.7056
C 1.1861 -0.3374 0.0418
N 2.1481 0.3600 0.8695
C 0.2883 0.5095 -0.8444
H -2.5006 0.5348 -1.4132
H -2.8624 -0.5882 -0.1202
H -2.2703 1.0734 0.2486
H -0.3244 -0.1023 1.5632
H -0.2414 -1.8330 1.0013
H 1.5558 -1.2221 -0.5421
H 2.8889 0.7104 0.2548
H 2.6364 -0.3148 1.4788
H 0.5076 0.6077 -1.9106
H 0.1809 1.5313 -0.3789
```

Output
DFT total energy (a.u.): -267.86957
LUMO (eV): 1.087
E_HOMO (Ha): -0.3109
SMILES: CN1CC(N)C1
Multiplicity: 1


Question: What is the DFT total energy in the fourth record?
Answer: -1378.51324 a.u.


Question: Which of these has the highest multiplicity?
Answer: C23H61FeO8